No. 1
Here is C20H19FN4O3 in the gas phase in a non-equilibrium geometry from the Open Molecules 2025 dataset. Energies are from ωB97M-V/def2-TZVPD.

Cartesian coordinates (Å):
O -0.538 -2.731 0.494
F -0.162 -0.534 -4.996
N 3.483 -0.957 1.945
N 1.166 0.949 -6.011
O -1.017 -0.008 4.802
O -2.654 0.315 0.789
C 0.301 -1.839 0.715
C 2.342 -1.070 1.318
C 1.921 2.004 -6.027
C 0.476 0.612 -4.931
C 2.119 2.772 -4.843
C -2.449 0.930 -1.447
C 1.313 2.534 -3.694
C -1.608 1.364 -2.497
C 0.195 0.420 -1.499
C -1.841 0.435 -0.284
C 0.513 1.373 -3.722
C -0.352 0.963 -2.588
C -0.463 0.237 -0.233
N 1.641 -2.172 0.848
N 1.599 0.093 1.283
C 2.304 -3.391 0.516
C -2.447 -0.215 4.624
C -2.958 0.355 3.299
C -0.260 -0.578 3.672
C 0.179 -0.356 1.008
C -2.145 -0.240 2.084
C -0.661 0.062 2.242
H 3.928 -1.745 2.418
H 2.555 2.274 -6.947
H 2.655 3.702 -4.949
H -3.518 1.041 -1.335
H 1.295 3.343 -2.955
H -1.958 1.815 -3.370
H 1.199 0.282 -1.530
H 1.872 0.883 1.939
H 3.348 -3.453 0.958
H 1.673 -4.078 1.116
H 2.260 -3.586 -0.561
H -2.538 -1.306 4.555
H -3.032 0.249 5.508
H -2.870 1.524 3.195
H -4.018 0.131 3.283
H -0.549 -1.637 3.553
H 0.727 -0.535 3.992
H -2.318 -1.394 2.018
H -0.708 1.163 2.244

Its SMILES is [H]/N=C1/N[C@]2(C(=O)N1C)c1cc(-c3cccnc3F)ccc1O[C@@H]1CCOC[C@H]12. Its spin multiplicity is 1. The lowest unoccupied orbital energy comes out at 0.53 eV.

These are the Mulliken partial charges, in e, on atoms 1 to 4: -0.676 -0.234 -0.908 -0.613

=====

No. 2
Here is a molecular structure, C20H19I2N6OSSeSn in a non-equilibrium geometry from the Open Molecules 2025 dataset. Energies are from ωB97M-V/def2-TZVPD.

Cartesian coordinates (Å):
Sn -1.927 1.845 -0.229
I -2.974 -5.193 2.558
C -3.075 -3.431 1.494
C -4.247 -2.695 1.296
C -4.285 -1.518 0.552
I -6.171 -0.573 0.133
C -3.126 -0.989 0.050
O -3.046 0.240 -0.616
C -1.923 -1.710 0.303
C -0.645 -1.144 -0.312
N -0.315 0.157 0.363
C -0.199 -0.133 1.814
C -1.486 0.109 2.505
C -1.797 -0.608 3.666
C -3.071 -0.384 4.220
C -3.935 0.618 3.715
C -3.505 1.256 2.588
N -2.335 0.978 1.948
C -1.899 -2.904 1.011
H -5.180 -2.973 1.790
H -0.722 -0.955 -1.350
H 0.148 -1.917 -0.162
H 0.595 0.539 0.141
H 0.571 0.559 2.168
H 0.097 -1.176 1.953
H -1.089 -1.331 4.079
H -3.390 -0.980 5.091
H -4.836 0.830 4.249
H -4.123 2.027 2.152
H -1.001 -3.489 1.246
Se 2.973 1.769 0.060
N -2.020 0.019 -3.008
C -1.373 -0.718 -3.988
C -0.087 -0.206 -3.994
C -0.032 0.836 -3.092
N -1.204 0.992 -2.462
H -2.928 -0.119 -2.618
H -1.899 -1.401 -4.612
H 0.780 -0.483 -4.564
H 0.771 1.544 -2.900
S 4.427 3.411 0.049
C 5.702 2.767 -0.919
N 5.662 1.503 -1.455
C 6.726 0.988 -2.091
C 7.869 1.670 -2.151
C 7.881 2.976 -1.587
N 6.807 3.495 -1.019
H 4.784 1.058 -1.274
H 6.531 0.005 -2.477
H 8.756 1.272 -2.632
H 8.767 3.569 -1.679

The charge is +1. Its spin multiplicity is 1. The lowest unoccupied orbital energy (alpha / beta) comes out at -2.93 / -2.93 eV.

These are the Mulliken partial charges, in e, on atoms 1 to 4: 0.891 0.150 -0.445 -0.086

=====

No. 3
Here is C20H19N3O3 in the gas phase in a non-equilibrium geometry from the Open Molecules 2025 dataset. Energies are from ωB97M-V/def2-TZVPD.

Cartesian coordinates (Å):
O -1.408 0.407 -5.853
N 0.345 0.119 -4.548
N 2.055 0.122 -3.332
O 0.130 0.600 0.243
O 2.809 -2.549 2.827
C -0.976 0.222 -4.744
C -1.440 0.524 -2.225
C 2.746 0.389 -2.246
C 0.288 0.730 2.690
C 1.590 -0.881 1.574
C 0.717 0.257 3.964
C 2.108 0.646 -1.014
C 0.649 0.166 1.468
C 2.016 -1.421 2.835
C 1.613 -0.771 4.062
C 0.752 0.582 -0.983
C 0.727 0.161 -3.328
C 0.006 0.362 -2.131
N 1.893 -1.284 5.285
C 3.498 -2.813 4.011
C -2.463 0.886 -1.105
C -2.054 0.315 -3.629
C 2.766 -2.454 5.386
C -3.878 1.045 -1.632
C -3.071 1.535 -3.977
C -3.991 1.979 -2.800
H 3.832 0.444 -2.267
H -0.500 1.489 2.627
H 1.927 -1.399 0.682
H 0.515 0.893 4.787
H 2.606 1.004 -0.147
H 1.178 -1.319 6.040
H 4.402 -2.181 4.036
H 3.968 -3.897 4.015
H -2.405 0.106 -0.391
H -2.175 1.854 -0.727
H -2.645 -0.622 -3.758
H 2.193 -3.376 5.735
H 3.522 -2.365 6.218
H -4.610 1.516 -0.876
H -4.374 0.083 -1.869
H -2.545 2.477 -4.212
H -3.531 1.277 -4.866
H -4.938 2.092 -3.297
H -3.846 3.052 -2.531

Its SMILES is O=C1N=c2nccc(Oc3ccc4c(c3)OCCN4)c2=C2CCCC[C@@H]12. Its spin multiplicity is 1. The lowest unoccupied orbital energy comes out at -1.38 eV.

These are the Mulliken partial charges, in e, on atoms 1 to 4: -0.613 -0.659 -0.592 -0.455

=====

No. 4
Here is C20H19N5O4S in the gas phase in a non-equilibrium geometry from the Open Molecules 2025 dataset. Energies are from ωB97M-V/def2-TZVPD.

Cartesian coordinates (Å):
O 4.202 2.905 2.041
O 2.419 0.085 5.050
O 1.115 -2.043 5.163
N 4.825 -0.436 1.736
N -3.846 0.728 -4.549
O -0.178 0.342 -1.010
C 4.578 1.754 2.171
C 4.654 -0.253 2.997
C -3.210 1.868 -4.278
C 0.013 0.795 1.404
C 1.003 -1.130 0.367
C 0.450 0.434 2.652
C 1.465 -1.537 1.637
C -4.430 -2.575 -3.137
C -3.626 -2.533 -1.954
C -2.369 2.001 -3.149
C 0.274 0.036 0.244
C 1.212 -0.753 2.759
C -4.489 -1.452 -3.995
C -2.855 -1.373 -1.616
C -2.219 0.948 -2.254
C -3.766 -0.282 -3.676
C -2.929 -0.240 -2.499
N 4.817 0.833 1.218
N 4.561 1.078 3.356
N 3.287 -2.099 4.053
C -3.483 3.013 -5.175
C -1.394 1.145 -1.020
C 4.618 -1.437 3.926
S 1.942 -1.147 4.381
H -0.569 1.729 1.390
H 1.250 -1.733 -0.490
H 0.232 1.061 3.509
H 2.062 -2.451 1.782
H -4.954 -3.478 -3.386
H -3.587 -3.391 -1.285
H -1.921 2.983 -2.948
H -5.127 -1.393 -4.838
H -2.212 -1.397 -0.775
H 4.468 1.027 0.291
H 3.828 1.324 4.020
H 3.277 -2.769 4.803
H -2.918 2.922 -6.107
H -4.553 3.105 -5.431
H -3.110 3.956 -4.741
H -2.042 0.894 -0.171
H -1.108 2.226 -0.912
H 4.979 -1.104 4.885
H 5.363 -2.187 3.556

Its SMILES is Cc1cc(COc2ccc(S(=O)(=O)NCc3n[nH]c(=O)[nH]3)cc2)c2ccccc2n1. Its spin multiplicity is 1. The lowest unoccupied orbital energy comes out at -0.24 eV.

These are the Mulliken partial charges, in e, on atoms 1 to 4: -0.657 -0.672 -0.709 -0.631

=====

Sequential total energy output: -1318.06818; -4786.43463; -1163.36795; -1746.44634 a.u.
Sequential molecular weight output: 382.39; 842.96; 349.39; 425.47 u
Sequential relative energy (zero: lowest compared OMol25 entry of this formula, charge and spin) output: 118.1; 0.0; 654.3; 40.5 kJ/mol